ORCA calculation (ωB97M-V with the def2-TZVPD basis set) on a 3-piece molecular cluster, C6H13N3 overall.

Summary:
energy = -400.640332 Ha
molecular weight = 127.19 g mol⁻¹
SMILES = [H]/N=C\N.C=CC.CC#N

Geometry as XYZ:
```
22
Properties=species:S:1:pos:R:3:forces:R:3:nbo_charge:R:1
H 1.4932 -0.3767 1.8251 -0.1 -0.2 0.0 0.33
N 2.1922 -0.5453 1.1051 0.3 0.3 -0.1 -0.74
C 2.1618 -1.7241 0.6364 0.2 0.2 0.4 0.29
N 1.3756 -2.7519 1.0401 -0.4 -0.5 0.3 -0.83
H 2.8888 -1.9855 -0.1178 0.2 -0.1 -0.3 0.15
H 0.5379 -2.4899 1.5504 0.2 -0.2 -0.3 0.41
H 1.2858 -3.5593 0.4440 0.1 0.1 0.0 0.38
C 0.4413 0.5361 -2.1446 0.3 -0.6 0.3 -0.40
C 0.0604 1.6039 -1.4736 -0.1 0.4 0.2 -0.18
C 0.5401 1.9483 -0.1067 0.3 0.5 -0.2 -0.67
H 1.1188 -0.1943 -1.7053 -0.1 0.2 0.0 0.20
H 0.0838 0.3117 -3.1238 -0.2 0.0 -0.6 0.19
H -0.6162 2.3185 -1.9294 -0.1 0.0 -0.2 0.18
H 1.0131 2.9412 -0.1190 -0.1 -0.2 0.0 0.21
H -0.2851 2.0146 0.5952 -0.2 0.0 0.2 0.19
H 1.2653 1.2260 0.2446 0.1 -0.1 0.1 0.26
C -2.9470 0.4290 0.4166 -0.7 0.6 0.2 -0.73
C -1.8899 -0.4634 0.7902 0.2 -0.2 0.1 0.34
N -1.0626 -1.1908 1.0912 0.2 -0.2 0.3 -0.39
H -3.8046 -0.1549 0.0823 0.0 0.1 0.0 0.26
H -3.2487 1.0340 1.2910 0.1 -0.2 -0.5 0.26
H -2.6041 1.0727 -0.3919 -0.1 0.1 0.0 0.27
```
Positions in Å, forces in eV/Å.



ORCA calculation (ωB97M-V with the def2-TZVPD basis set) on one molecule with the formula C25H32N4O5.

Summary:
energy = -1567.154443 Ha
molecular weight = 468.55 g mol⁻¹
SMILES = COc1ccc(CN(CC(=O)NC[C@H]2CCCO2)C(=O)CCC(=O)Nc2cc(C)ccn2)cc1

Geometry as XYZ:
```
66
Properties=species:S:1:pos:R:3:forces:R:3:nbo_charge:R:1
C -2.4267 -4.8275 -0.1757 -0.1 -0.1 0.1 -0.25
O -1.5389 -3.8942 -0.7413 0.2 0.3 -0.2 -0.50
C -1.9907 -2.6324 -0.9946 0.0 0.1 -0.1 0.29
C -3.2676 -2.1719 -0.6965 0.0 -0.4 0.1 -0.33
C -3.6099 -0.8597 -0.9803 0.1 0.2 -0.2 -0.14
C -2.6993 0.0103 -1.5588 -0.3 0.0 -0.1 -0.10
C -3.0417 1.4555 -1.8020 0.1 -0.1 -0.3 -0.23
N -2.4724 2.3101 -0.7628 -0.2 -0.2 -0.2 -0.44
C -3.1121 2.3123 0.5287 0.0 0.2 0.5 -0.31
C -2.3384 1.6530 1.6844 -0.2 -0.1 -0.5 0.66
O -2.5515 1.9906 2.8313 -0.2 0.2 0.3 -0.63
N -1.4722 0.6914 1.3353 0.4 -0.2 -0.2 -0.63
C -0.6677 -0.0097 2.3088 0.4 0.0 0.0 -0.25
C 0.7836 -0.1105 1.8153 -0.2 0.2 0.5 0.08
C 1.6897 -0.8323 2.8143 -0.1 0.0 -0.2 -0.42
C 1.4911 -2.2973 2.4302 -0.1 0.1 -0.1 -0.44
C 1.2186 -2.2160 0.9238 0.1 -0.4 -0.1 -0.07
O 0.8343 -0.8799 0.6250 -0.1 0.1 -0.1 -0.56
C -1.3728 3.0375 -1.0549 -0.1 0.2 0.3 0.71
O -0.8750 3.0216 -2.1716 0.1 0.1 -0.3 -0.67
C -0.7994 3.8922 0.0622 0.3 0.1 -0.2 -0.50
C 0.6455 4.3079 -0.2416 -0.1 -0.1 0.1 -0.49
C 1.5770 3.1170 -0.0647 -0.1 0.4 -0.1 0.69
O 2.1874 2.9213 0.9670 0.2 0.0 0.3 -0.63
N 1.6174 2.3040 -1.1516 -0.2 -0.1 -0.4 -0.64
C 2.2881 1.0967 -1.3026 0.3 -0.3 0.0 0.40
C 3.3235 0.6832 -0.4662 0.1 0.0 0.0 -0.29
C 3.9354 -0.5326 -0.7190 -0.2 0.1 -0.2 0.06
C 5.0572 -1.0291 0.1390 0.0 0.0 0.0 -0.64
C 3.4832 -1.2812 -1.8052 0.0 0.0 0.1 -0.30
C 2.4539 -0.7761 -2.5759 0.2 -0.3 0.0 0.05
N 1.8677 0.3846 -2.3417 -0.3 0.4 0.0 -0.47
C -1.4223 -0.4607 -1.8640 -0.2 -0.1 -0.1 -0.22
C -1.0747 -1.7649 -1.5929 -0.1 -0.2 0.1 -0.18
H -1.8606 -5.7529 -0.0807 -0.1 0.0 0.0 0.20
H -3.2940 -4.9997 -0.8209 0.0 0.0 0.0 0.18
H -2.7684 -4.5106 0.8154 0.0 0.0 0.0 0.18
H -4.0039 -2.8177 -0.2447 0.0 -0.1 0.0 0.22
H -4.6099 -0.5205 -0.7484 -0.1 0.1 0.0 0.20
H -2.6107 1.7899 -2.7486 -0.2 0.0 0.1 0.25
H -4.1249 1.6040 -1.8252 0.1 0.0 0.0 0.20
H -3.3497 3.3331 0.8477 0.0 -0.2 0.1 0.23
H -4.0572 1.7701 0.4431 0.1 0.1 0.0 0.24
H -1.3259 0.4285 0.3694 -0.2 0.1 0.0 0.43
H -0.7262 0.5485 3.2456 0.0 -0.1 -0.1 0.23
H -1.0746 -1.0158 2.4615 0.0 0.0 0.1 0.19
H 1.1502 0.8923 1.5770 0.0 -0.1 0.0 0.22
H 1.4204 -0.6193 3.8455 0.0 0.0 0.1 0.22
H 2.7232 -0.5317 2.6457 0.1 0.1 0.0 0.21
H 2.3619 -2.9102 2.6517 0.0 -0.1 0.0 0.22
H 0.6327 -2.7170 2.9554 0.0 0.0 0.0 0.20
H 2.1183 -2.4372 0.3392 -0.1 0.0 0.0 0.18
H 0.4263 -2.9010 0.6074 0.1 0.0 0.0 0.19
H -0.8325 3.3659 1.0158 0.0 0.1 0.0 0.24
H -1.4231 4.7868 0.1503 0.0 -0.1 0.1 0.24
H 0.9529 5.0808 0.4630 0.0 -0.1 0.0 0.24
H 0.7094 4.6916 -1.2601 0.0 0.0 0.1 0.24
H 0.9531 2.4949 -1.9016 0.1 0.1 0.2 0.45
H 3.6297 1.3029 0.3597 0.0 0.0 0.1 0.25
H 4.8423 -2.0312 0.5082 0.0 -0.1 0.1 0.22
H 5.2202 -0.3675 0.9858 0.0 0.0 0.1 0.22
H 5.9770 -1.0816 -0.4430 0.1 0.0 0.0 0.23
H 3.9300 -2.2358 -2.0401 0.0 -0.1 -0.1 0.21
H 2.0752 -1.3202 -3.4320 0.0 -0.1 -0.1 0.19
H -0.6932 0.1954 -2.3156 0.1 0.1 -0.1 0.25
H -0.0883 -2.1279 -1.8277 0.2 -0.1 0.0 0.22
```
Positions in Å, forces in eV/Å.



ORCA calculation (ωB97M-V with the def2-TZVPD basis set) on a 2-piece molecular cluster, C3H12N2O overall in a non-equilibrium geometry.

Summary:
energy = -306.233878 Ha
molecular weight = 92.14 g mol⁻¹
SMILES = C[C@@H](N)CN.O

Geometry as XYZ:
```
18
Properties=species:S:1:pos:R:3:forces:R:3:nbo_charge:R:1
C 0.4124 -1.0343 -0.6122 -1.0 1.0 1.0 -0.61
C 0.7843 -0.0924 0.5475 1.1 -0.3 -0.5 -0.05
N 1.9771 -0.6563 1.2402 -0.7 -0.1 0.0 -0.83
C 1.2367 1.2681 0.0056 0.3 -0.4 0.8 -0.22
N 0.1778 2.0306 -0.6459 0.1 0.2 0.1 -0.83
H -0.6052 -0.7851 -0.9158 -0.1 -0.2 0.0 0.21
H 0.4523 -2.0746 -0.3019 0.1 -0.1 -0.2 0.21
H 1.0225 -0.7799 -1.4495 0.7 -0.4 -0.6 0.21
H -0.0443 0.0149 1.2429 -0.4 0.1 0.1 0.16
H 2.1284 -0.1392 2.1005 0.1 0.1 0.0 0.35
H 1.7156 -1.5922 1.5395 0.2 0.0 0.0 0.35
H 1.6986 1.8136 0.8373 -0.1 0.1 0.2 0.16
H 2.0842 1.0326 -0.6427 -0.3 0.2 -0.4 0.19
H -0.5658 2.1764 0.0327 -0.1 -0.2 -0.1 0.35
H 0.5318 2.9707 -0.7966 0.0 -0.1 -0.3 0.35
O -4.3780 -1.4737 -0.3189 0.1 0.2 -1.1 -0.93
H -3.8487 -0.7910 -0.7611 0.0 -0.1 0.5 0.46
H -4.7798 -1.8883 -1.1016 0.0 -0.1 0.6 0.46
```
Positions in Å, forces in eV/Å.



ORCA calculation (ωB97M-V with the def2-TZVPD basis set) on C31H35IN8S3SbTi as an isolated structure in a non-equilibrium geometry.

Summary:
2S+1 = 4
energy = -4222.343311 Ha
<S²> = 3.80
molecular weight = 912.41 g mol⁻¹
total charge = -2

Geometry as XYZ:
```
80
Properties=species:S:1:pos:R:3:forces:R:3:lowdin_spin:R:1
Ti 0.1436 0.2852 0.3811 -1.0 -0.9 -1.7 0.94
C -3.5954 -1.6004 1.0270 0.1 -0.1 0.1 0.00
C -3.0989 -1.4392 2.4634 0.0 0.2 -0.1 0.00
C -1.8887 -0.4799 2.6758 -0.2 -0.3 0.0 0.00
N -1.5146 0.4081 1.5853 -0.6 0.2 0.1 0.00
C -2.2876 1.4893 1.3712 -0.4 0.4 -0.1 0.06
C -3.5431 1.6901 2.0227 0.3 -0.4 0.4 0.16
C -4.4690 2.7284 1.9160 0.0 0.6 -0.2 0.04
C -4.3687 3.9667 1.3207 -0.4 -0.4 0.3 0.11
C -3.2195 4.4560 0.6437 0.3 0.1 -0.2 0.12
C -2.1287 3.7574 0.2221 0.0 -0.1 0.1 0.03
C -1.7952 2.3569 0.3291 -0.8 0.2 0.1 0.23
N -0.8476 1.7823 -0.4640 0.1 0.5 0.0 0.09
C -0.5139 2.4436 -1.7029 -0.2 -0.1 -0.1 0.01
C -0.4721 1.4425 -2.8581 0.1 0.0 0.2 0.00
C 0.9104 0.8854 -3.1486 -0.3 0.1 -0.2 0.00
N 1.6246 0.1645 -2.0486 0.0 0.0 0.0 0.00
C 1.5443 -1.3330 -2.2428 0.2 -0.3 0.4 0.00
C 1.9347 -1.6624 -3.6574 -0.1 -0.1 -0.3 0.00
C 1.8672 -2.8144 -4.3514 0.1 0.3 0.1 0.00
C 1.1680 -4.0055 -4.0190 -0.1 -0.3 0.1 0.00
C 0.1856 -4.0775 -3.0794 0.2 0.0 -0.3 0.00
C -0.3353 -3.0790 -2.2277 -0.1 0.1 0.2 0.00
C 0.1427 -1.8340 -1.8310 -0.2 0.0 -0.1 0.00
N -0.5689 -1.0377 -1.0148 0.1 -0.7 -0.8 0.01
C -2.0114 -1.2415 -0.9930 -0.2 0.0 0.0 0.01
C -2.5602 -2.2200 0.0722 0.0 0.2 0.0 0.00
H -3.9150 -0.6255 0.6514 0.0 0.0 0.0 0.00
H -4.4841 -2.2397 1.0604 0.0 0.1 0.0 0.00
H -3.9438 -1.0988 3.0706 0.0 -0.1 0.0 0.00
H -2.8156 -2.4246 2.8476 0.0 0.0 0.0 0.00
H -1.0264 -1.1002 2.8986 0.0 0.1 0.0 0.00
H -2.0867 0.1138 3.5746 0.1 0.0 0.0 0.00
H -3.8753 0.8778 2.6539 0.1 0.1 0.0 0.01
H -5.4081 2.5440 2.4348 0.0 0.0 0.0 0.00
H -5.2081 4.6454 1.4356 0.0 0.0 0.0 0.01
H -3.2156 5.5218 0.4257 0.1 0.0 0.0 0.01
H -1.3619 4.3578 -0.2597 0.0 0.0 -0.1 0.00
H 0.4493 2.9765 -1.6373 0.0 0.0 0.0 0.00
H -1.2811 3.1846 -1.9449 0.0 0.1 0.0 0.00
H -0.7862 1.9461 -3.7792 0.0 0.0 0.0 0.00
H -1.1847 0.6453 -2.6563 -0.1 0.0 -0.1 0.00
H 1.5347 1.7304 -3.4327 0.0 0.0 0.0 0.00
H 0.8205 0.2468 -4.0314 0.1 0.0 0.0 0.00
H 2.4570 -0.8513 -4.1499 0.1 0.0 0.0 0.00
H 2.4087 -2.8259 -5.2948 0.0 0.0 0.0 0.00
H 1.3750 -4.8865 -4.6174 0.0 0.0 0.0 0.00
H -0.3233 -5.0350 -2.9965 0.0 0.0 0.0 0.00
H -1.2257 -3.3996 -1.7008 0.0 0.1 0.0 0.00
H -2.3399 -1.5767 -1.9861 0.0 0.1 0.0 0.00
H -2.4599 -0.2601 -0.8205 0.0 0.0 0.0 0.00
H -1.7265 -2.6060 0.6599 0.0 -0.1 0.0 0.00
H -3.0111 -3.0769 -0.4369 0.1 -0.1 0.0 0.00
S 6.3273 -1.0708 -0.6725 -0.1 0.1 0.1 0.00
Sb 4.7184 -1.3432 -2.2791 -0.1 0.1 0.1 0.00
S 2.7177 -2.1751 -1.0755 0.1 0.1 -0.1 0.00
S 3.3047 0.7741 -2.0999 0.1 -0.2 0.1 0.00
I 1.0038 0.8559 4.2406 0.0 0.2 0.0 0.13
C 1.6576 -0.7608 2.9275 -0.2 0.2 -0.4 0.26
C 2.3759 -1.7037 3.6348 0.2 -0.5 0.0 0.01
C 2.4189 -3.0208 3.1999 0.0 0.3 0.2 0.19
C 1.5558 -3.3606 2.1342 0.0 0.0 -0.1 0.05
C 0.8851 -2.3800 1.4712 -0.2 0.0 0.0 0.10
N 0.9783 -1.0268 1.7417 1.1 -1.0 1.6 0.20
H 2.8941 -1.4000 4.5351 0.0 0.0 0.0 0.00
H 3.0359 -3.7597 3.6934 0.1 0.0 0.0 0.01
H 1.4519 -4.3856 1.8028 0.0 0.0 0.0 0.00
H 0.2586 -2.6447 0.6325 0.0 0.0 0.0 0.01
N 5.1281 1.8953 0.9649 0.1 -0.4 -0.1 0.00
C 3.8182 2.2714 0.9575 0.3 0.8 0.1 0.01
C 2.7972 1.3091 0.9043 -0.6 -0.3 0.2 0.06
N 1.5011 1.6354 0.9645 2.6 1.8 0.6 0.02
C 1.2488 2.9658 1.1133 -0.3 -0.1 0.2 0.03
C 2.2567 3.8863 1.1310 0.2 0.1 0.0 0.00
N 3.5587 3.5779 1.0440 -0.1 -0.5 -0.1 0.04
H 5.3650 0.9624 0.6269 0.0 0.1 -0.1 0.00
H 5.7691 2.6223 0.6962 0.0 0.0 0.0 0.00
H 3.0567 0.2596 0.8475 -0.1 -0.1 -0.1 0.00
H 0.2227 3.2599 1.2690 0.0 0.0 -0.1 0.00
H 2.0258 4.9412 1.2336 -0.1 0.0 0.0 0.00
```
Positions in Å, forces in eV/Å.



ORCA calculation (ωB97M-V with the def2-TZVPD basis set) on a 2-piece molecular cluster, C9H11BBrF2O6 overall in a non-equilibrium geometry.

Summary:
energy = -3599.931230 Ha
molecular weight = 343.89 g mol⁻¹
total charge = -1

Geometry as XYZ:
```
30
Properties=species:S:1:pos:R:3:forces:R:3:nbo_charge:R:1
C -2.1938 -0.5701 1.8596 -0.1 0.1 -0.1 -0.61
C -1.8125 0.9118 1.8287 -0.2 -0.3 -0.6 -0.43
C -1.2266 1.2792 0.4599 0.1 -0.1 0.8 -0.17
Br -1.9240 3.0324 -0.1167 0.0 0.0 -0.1 -0.06
C 0.2906 1.3189 0.3609 -0.6 0.3 -0.4 -0.39
C 1.0642 2.5154 0.8960 1.0 -0.8 0.3 -0.42
C 2.5050 1.9844 0.6952 -0.6 -0.3 -0.4 -0.06
O 2.4043 0.5433 0.7371 -0.2 -0.1 0.8 -0.50
C 1.1025 0.2253 1.0228 -0.1 -1.2 0.4 0.82
O 0.7823 -0.7030 1.7303 0.6 1.2 -1.2 -0.55
H -1.4737 -1.1951 1.3509 0.2 -0.1 0.1 0.25
H -3.1473 -0.7018 1.3547 -0.2 0.0 -0.1 0.19
H -2.3129 -0.9156 2.8799 0.0 -0.1 0.2 0.21
H -2.7314 1.4717 1.9491 0.0 0.3 0.3 0.21
H -1.1224 1.1720 2.6222 0.1 0.1 0.2 0.20
H -1.5987 0.5737 -0.2702 -0.1 0.0 -0.3 0.24
H 0.5082 1.2726 -0.7055 0.2 -0.2 -0.2 0.26
H 0.9294 2.5875 1.9722 -0.4 0.5 0.1 0.20
H 0.8965 3.4384 0.3687 -0.2 0.3 0.0 0.23
H 2.8738 2.2581 -0.2866 0.3 0.1 -0.1 0.18
H 3.1780 2.2554 1.4963 0.3 0.3 0.0 0.18
B 0.9620 -3.0565 -1.5736 0.2 -0.3 0.4 1.26
O 0.4753 -3.6752 -2.8467 -0.1 0.2 -0.1 -0.66
C -0.1667 -2.7771 -3.5623 0.1 -0.6 -0.2 0.67
O -0.6799 -2.9555 -4.6337 -0.1 0.1 -0.1 -0.58
C -0.1536 -1.4514 -2.7905 0.1 0.4 0.3 0.68
O -0.6550 -0.4182 -3.1502 -0.1 0.1 -0.1 -0.60
O 0.4966 -1.6329 -1.6625 -0.1 0.1 -0.1 -0.67
F 2.3429 -3.1076 -1.5057 0.0 0.0 -0.1 -0.54
F 0.3867 -3.6802 -0.4803 -0.1 0.0 0.0 -0.54
```
Positions in Å, forces in eV/Å.



ORCA calculation (ωB97M-V with the def2-TZVPD basis set) on C8H8Br2ClIrO4Se as an isolated structure in a non-equilibrium geometry.

Summary:
2S+1 = 2
energy = -8724.119915 Ha
<S²> = 0.76
molecular weight = 634.59 g mol⁻¹
total charge = +1

Geometry as XYZ:
```
25
Properties=species:S:1:pos:R:3:forces:R:3:lowdin_spin:R:1
Ir -0.7143 0.0027 -0.6997 -0.7 -1.5 1.1 0.78
Br -1.0881 -2.5363 -1.4455 -0.1 0.2 -0.1 0.00
C -2.9196 -1.9768 -1.8176 0.0 0.1 0.0 0.00
Br -2.8731 -0.1436 -2.4378 0.0 0.0 0.0 0.03
H -3.4481 -1.9957 -0.8722 0.0 0.0 0.0 0.00
H -3.3372 -2.6184 -2.5836 0.0 0.0 0.0 0.00
O -1.7601 1.2286 2.8860 0.2 0.0 0.5 0.00
Se -2.3084 1.0793 1.4172 0.6 0.0 -1.0 0.00
O -1.1200 1.7156 0.2681 -0.1 -0.3 -0.1 -0.01
O -1.9938 -0.5113 0.7427 0.0 0.4 0.0 0.16
O -3.7554 1.5226 0.9732 -0.4 0.1 0.0 0.01
Cl 2.9878 0.7541 3.5577 -0.1 0.0 -0.2 0.00
C 2.4044 0.5477 1.9758 0.1 -0.1 0.2 0.00
C 1.9593 1.6554 1.2612 0.0 0.0 -0.2 0.00
C 1.4916 1.4661 -0.0185 0.4 0.1 0.3 0.00
C 1.4242 0.1569 -0.5940 -0.3 0.2 -1.1 0.00
C 0.9263 -0.0018 -1.9726 0.3 0.7 0.4 0.01
C 1.9186 -0.9547 0.1781 -0.1 0.0 0.0 0.00
C 2.3935 -0.7633 1.4335 0.0 0.1 0.0 0.00
H 1.9790 2.6366 1.7115 0.0 0.0 0.0 0.00
H 1.1710 2.3151 -0.6044 -0.1 0.0 0.0 0.00
H 1.1359 -0.9153 -2.5129 0.0 -0.1 0.2 0.00
H 0.8665 0.8659 -2.6248 0.3 0.1 0.1 0.01
H 1.9018 -1.9463 -0.2569 0.0 0.0 0.0 0.00
H 2.7581 -1.5830 2.0354 0.0 0.0 0.0 0.00
```
Positions in Å, forces in eV/Å.